No. 1
DFT (the ωB97M-V functional and the def2-TZVPD basis) results for a structure of composition C7H4CrO5 in a non-equilibrium geometry.

Kohn-Sham gap (alpha / beta): 0.27796 / 0.19753 hartree

```
! RIJCOSX wB97M-V def2-TZVPD def2/J DEFGRID3
* xyz 2 5
Cr 0.331 -0.628 0.168
C 0.747 -2.431 0.264
O 0.769 -3.586 0.154
C 1.866 0.156 -0.801
O 2.868 0.410 -1.353
C 0.967 0.187 1.881
O 1.226 0.691 2.895
C -0.681 -0.411 -1.600
O -1.315 -0.208 -2.557
C -1.338 2.660 0.128
H -2.035 1.932 -0.376
H -1.317 2.411 1.222
C -0.150 2.910 -0.482
H 0.833 2.886 0.106
H 0.082 2.456 -1.515
O -2.344 -0.888 1.858
C -1.445 -0.668 1.136
*
```

---

No. 2
DFT (the ωB97M-V functional and the def2-TZVPD basis) results for an isolated molecule of C4H7NO.

Kohn-Sham gap: 0.33640 hartree
Energy relative to the best compared isomer or geometry (same formula, charge and spin): 69.17 kcal per mole
SMILES: CC/N=C\C=O

```
! RIJCOSX wB97M-V def2-TZVPD def2/J DEFGRID3
* xyz 0 1
C -0.068 -1.662 -0.726
C 0.893 -0.475 -0.310
N -0.073 0.494 -0.770
C -0.798 1.099 0.079
C -0.229 1.741 1.284
O -0.859 2.472 2.012
H 0.520 -2.413 -1.234
H -0.849 -1.349 -1.447
H -0.611 -2.031 0.144
H 1.183 -0.409 0.767
H 1.822 -0.519 -0.892
H -1.809 1.366 -0.222
H 0.879 1.684 1.315
*
```

---

No. 3
DFT (the ωB97M-V functional and the def2-TZVPD basis) results for the ion C6H12NO with charge +1 in a non-equilibrium geometry.

Kohn-Sham gap: 0.39024 hartree
Energy relative to the best compared isomer or geometry (same formula, charge and spin): 67.09 kcal per mole
SMILES: CC1(C)O[C@@H]1[C@H]1C[NH2+]1

```
! RIJCOSX wB97M-V def2-TZVPD def2/J DEFGRID3
* xyz 1 1
C -2.389 0.549 0.883
C -1.248 0.290 -0.128
C -1.326 -1.040 -0.904
O -0.993 1.435 -0.793
C 0.041 1.040 0.029
C 1.353 0.659 -0.618
C 2.531 0.798 0.368
N 2.206 -0.521 -0.201
H -3.206 1.084 0.204
H -2.092 1.273 1.673
H -2.679 -0.240 1.522
H -2.230 -1.028 -1.502
H -1.319 -1.785 -0.063
H -0.376 -0.946 -1.472
H 0.068 1.549 0.973
H 1.568 1.042 -1.591
H 3.532 1.179 -0.056
H 2.334 0.822 1.410
H 2.883 -0.954 -0.855
H 1.623 -1.190 0.217
*
```

---

No. 4
DFT (the ωB97M-V functional and the def2-TZVPD basis) results for an isolated molecule of C4H7NS2 in a non-equilibrium geometry.

Kohn-Sham gap (alpha / beta): 0.20110 / 0.30362 hartree
Energy relative to the best compared isomer or geometry (same formula, charge and spin): 166.81 kcal per mole

```
! RIJCOSX wB97M-V def2-TZVPD def2/J DEFGRID3
* xyz 0 1
C 1.038 -0.347 -0.350
C 2.361 -0.081 -0.680
C -1.954 1.475 0.518
C 0.885 -1.269 0.641
N -0.010 0.267 -1.027
S -2.430 -1.425 0.011
S -1.505 0.207 -0.532
H 2.677 0.866 -1.004
H 3.094 -0.691 -0.202
H -2.962 1.752 0.286
H -1.538 1.215 1.399
H 1.735 -1.579 1.260
H -0.083 -1.533 1.205
H -1.990 0.597 -1.825
*
```

---

No. 5
DFT (the ωB97M-V functional and the def2-TZVPD basis) results for a cluster of 2 separate species, CH6N4S in total in a non-equilibrium geometry.

Kohn-Sham gap (alpha / beta): 0.29499 / 0.29266 hartree
Energy relative to the best compared isomer or geometry (same formula, charge and spin): 66.94 kcal per mole
SMILES: [H]/N=C\[N+]([S-])=N\[H].N

```
! RIJCOSX wB97M-V def2-TZVPD def2/J DEFGRID3
* xyz 0 1
H -0.851 1.971 1.786
N -0.006 1.373 1.681
C 0.257 0.773 0.652
N -0.582 0.764 -0.628
S -2.176 1.181 -0.398
N 0.108 0.759 -1.729
H -0.513 1.044 -2.503
H 1.329 0.401 0.590
N 0.680 -1.968 0.331
H 0.377 -1.101 -0.139
H -0.208 -2.536 0.345
H 1.586 -2.661 0.011
*
```

---

No. 6
DFT (the ωB97M-V functional and the def2-TZVPD basis) results for an isolated molecule of C2H3NOS2 in a non-equilibrium geometry.

Kohn-Sham gap: 0.33344 hartree
Energy relative to the best compared isomer or geometry (same formula, charge and spin): 67.25 kcal per mole
SMILES: S=CNOC=S

```
! RIJCOSX wB97M-V def2-TZVPD def2/J DEFGRID3
* xyz 0 1
S -1.700 -1.555 -0.229
C -1.544 0.043 -0.048
N -0.414 0.786 -0.064
O 0.763 0.253 -0.613
C 1.555 -0.477 0.233
S 3.045 -0.936 -0.222
H -2.346 0.757 -0.091
H -0.484 1.791 -0.160
H 1.126 -0.662 1.193
*
```

---

No. 7
DFT (the ωB97M-V functional and the def2-TZVPD basis) results for an isolated molecule of C4H6FNO in a non-equilibrium geometry.

Kohn-Sham gap: 0.39329 hartree
Energy relative to the best compared isomer or geometry (same formula, charge and spin): 15.51 kcal per mole
SMILES: C=C(F)CC(N)=O

```
! RIJCOSX wB97M-V def2-TZVPD def2/J DEFGRID3
* xyz 0 1
C 0.466 -1.784 1.719
C -0.273 -0.874 1.139
F -1.432 -0.426 1.632
C -0.017 -0.143 -0.475
C 0.322 1.272 -0.089
N -0.676 2.171 -0.247
O 1.396 1.589 0.370
H 0.162 -2.192 2.670
H 1.379 -2.132 1.285
H -0.931 -0.282 -1.035
H 0.841 -0.663 -0.880
H -1.568 1.933 -0.640
H -0.532 3.113 0.079
*
```